Run a
19
Properties=species:S:1:pos:R:3 method="wB97M-V/def2-TZVPD" e_homo_ha=-0.462 homo_lumo_gap_ev=7.7522 charge=+1 lumo_ha=-0.1767
C 1.5443 1.2404 0.9943
S 1.7761 -0.2602 -0.0392
S 0.5029 -1.6137 0.8469
C 1.5764 -2.3659 2.1153
H 0.4830 1.3019 1.2328
H 2.1323 1.1980 1.9030
H 1.8000 2.0836 0.3541
H 2.1133 -1.5806 2.6378
H 0.9112 -2.8340 2.8413
H 2.2224 -3.1025 1.6533
C -2.1339 -0.2660 -2.0121
C -1.3444 1.9143 -1.3084
N -1.2195 0.6531 -1.3416
H -2.7225 -0.7874 -1.2594
H -1.5592 -0.9880 -2.5858
H -2.7977 0.3037 -2.6565
H -2.1207 2.3603 -1.9170
H -0.6899 2.5175 -0.6963
H -0.4742 0.2256 -0.7623

---

Run b
19
Properties=species:S:1:pos:R:3 method="wB97M-V/def2-TZVPD" e_homo_ha=-0.473 homo_lumo_gap_ev=9.5504 charge=+1 lumo_ha=-0.1223
C -0.7751 2.4821 -0.0728
C -1.2728 1.7033 -1.2546
C -2.2016 2.1146 -2.1299
N -0.7400 0.3558 -1.4082
H -1.4040 3.3534 0.0747
H -0.7727 1.8978 0.8570
H 0.2630 2.8578 -0.1213
H -2.7810 1.4127 -2.7180
H -2.6373 3.1285 -2.0271
H -0.8429 -0.2736 -0.6104
H 0.2817 0.4062 -1.5908
H -1.1033 -0.1248 -2.2079
C 2.1615 -0.4343 -0.0173
S 1.5416 -1.9175 0.8183
S -0.3115 -1.1456 1.4867
H 2.1501 -0.5550 -1.0934
H 3.2347 -0.3386 0.2371
H 1.5366 0.4008 0.2962
H 0.1015 -0.8409 2.7277

---

run a takes first place; second place is 41.2 kJ/mol up.

---

Run a
8
Properties=species:S:1:pos:R:3 method="wB97M-V/def2-TZVPD" e_homo_ha=-0.335 homo_lumo_gap_ev=8.6120 lumo_ha=-0.0186
C -1.6545 -0.4940 0.1101
C 2.2997 1.1899 -0.5378
F -0.8808 -0.0521 -0.8888
F -1.6648 0.3941 1.1442
F 2.3193 1.6075 0.6618
I 3.3456 -0.5188 -0.7878
H -2.7382 -0.7110 -0.2410
H -1.0263 -1.4156 0.5393

---

Run b
8
Properties=species:S:1:pos:R:3 method="wB97M-V/def2-TZVPD" e_homo_ha=-0.349 homo_lumo_gap_ev=8.8720 lumo_ha=-0.0230
C -1.3737 -0.5067 -0.1525
C 1.7963 1.0171 0.8280
F -0.7778 0.4033 0.6970
F -0.4241 -1.4308 -0.4010
F 1.5767 1.8614 -0.1613
I 3.1017 -0.4367 -0.0303
H -2.3626 -0.9730 0.3413
H -1.5363 0.0653 -1.1213

---

run b takes first place; second place is 15.7 kJ/mol up.

---

Run a
17
Properties=species:S:1:pos:R:3 method="wB97M-V/def2-TZVPD" e_homo_ha=-0.337 homo_lumo_gap_ev=10.1377 lumo_ha=0.0357
C 0.1081 -2.6539 0.5334
C -0.6356 -1.5030 -0.0652
C -0.2086 -0.2641 -0.1538
C 1.0796 0.2677 0.5275
C -0.9890 0.7451 -0.8954
H 0.1963 -3.4107 -0.2151
H 1.1114 -2.3643 0.8036
H -0.3943 -3.1634 1.3484
H -1.6409 -1.7034 -0.4626
H 1.6579 -0.4205 1.1561
H 1.8190 0.6717 -0.2136
H 0.5552 2.2110 0.7830
H 0.1147 1.2747 2.0110
H -1.6093 1.2759 -0.1691
H -1.6203 0.1957 -1.6566
N 0.8340 1.4556 1.3529
F -0.2393 1.7437 -1.3927

---

Run b
17
Properties=species:S:1:pos:R:3 method="wB97M-V/def2-TZVPD" e_homo_ha=-0.330 homo_lumo_gap_ev=10.1319 lumo_ha=0.0421 smiles=CC[C@H]1NC[C@H]1F
C 0.5041 -1.7096 -0.3661
C 1.2846 -0.4820 0.0400
C 0.5610 0.7807 0.1377
C -1.4610 1.0758 -0.1772
C -0.6710 0.8473 1.0941
H -0.2641 -2.1115 0.3135
H -0.1117 -1.5430 -1.2537
H 1.1799 -2.5790 -0.5624
H 2.1704 -0.3199 -0.6702
H 1.8406 -0.6928 0.9697
H 1.2151 1.5269 0.4456
H -0.2629 0.5858 -1.8868
H -2.1047 2.0271 -0.2400
H -2.0493 0.1567 -0.3617
H -0.6210 1.6346 1.8497
N -0.2608 1.1604 -1.0320
F -0.9494 -0.3574 1.6998

---

run a takes first place; second place is 29.7 kJ/mol up.

---

Run a
19
Properties=species:S:1:pos:R:3 method="wB97M-V/def2-TZVPD" e_homo_ha=-0.098 homo_lumo_gap_ev=6.5491 charge=-1 lumo_ha=0.1426
C -0.2657 -1.0410 -1.7364
O -0.9275 -2.1750 -1.4185
C -0.1304 -0.0775 -0.5313
C 0.7294 1.1357 -0.8588
C 0.8090 2.1443 0.2833
N 0.3241 -0.8773 0.6344
H -0.6957 -0.4315 -2.5719
H 0.7938 -1.2863 -2.0185
H -1.1264 0.2911 -0.2569
H 0.2595 1.5709 -1.7439
H 1.7270 0.7903 -1.1424
H -0.1777 2.5750 0.4558
H 1.1288 1.6439 1.1880
H 1.5033 2.9466 0.0465
H 1.3495 -0.8707 0.6128
H 0.0539 -1.8187 0.2837
H -0.4352 0.0044 2.0839
H -0.3640 0.1008 3.6058
O -0.7339 0.5574 2.8444

---

Run b
19
Properties=species:S:1:pos:R:3 method="wB97M-V/def2-TZVPD" e_homo_ha=-0.129 homo_lumo_gap_ev=7.7892 charge=-1 lumo_ha=0.1574
C -2.0809 0.3540 -1.2198
O -0.9568 0.2045 -0.4489
C -2.4388 1.8228 -1.4327
H -1.9589 -0.1070 -2.2191
H -2.9616 -0.1440 -0.7614
H -0.3734 -0.9739 0.3195
H -1.6204 2.3364 -1.9399
H -3.3295 1.9323 -2.0692
H -2.6462 2.3373 -0.4952
C 1.9548 0.7633 1.3703
N 1.9508 -0.1044 0.2040
C 1.5528 -1.4484 0.5400
O 0.1995 -1.5929 0.9367
H 0.9991 0.7784 1.9068
H 2.1647 1.7860 1.0511
H 2.7381 0.4617 2.0731
H 1.2127 0.2485 -0.4055
H 2.1361 -1.8172 1.3923
H 1.7593 -2.1048 -0.3164

---

run a takes first place; second place is 13.9 kJ/mol up.